The following is a quantum chemistry calculation of a 15-piece molecular cluster, C30H90O30 overall, from the Open Molecules 2025 dataset.

Structure (ORCA input):
```
! wB97M-V def2-TZVPD RIJCOSX def2/J DEFGRID3
* xyz 0 1
C -3.46966 3.99932 -2.87943
C -3.36895 2.69094 -2.13421
O -4.37872 2.60714 -1.14461
O -3.64239 5.03586 -1.90903
H -4.24655 4.09076 -3.64895
H -2.56774 4.19898 -3.47443
H -2.41301 2.76375 -1.60228
H -3.45624 1.87814 -2.84466
H -4.61716 3.48658 -0.82888
H -3.56463 5.89274 -2.33475
C -4.82918 -0.58229 -0.07209
C -5.60553 -0.86919 -1.35455
O -5.98233 0.27332 -2.08715
O -5.46085 0.38572 0.73709
H -3.76222 -0.35698 -0.21788
H -4.74233 -1.49372 0.52148
H -6.51470 -1.39673 -1.03430
H -5.07020 -1.59815 -1.96457
H -6.00201 1.04454 -1.51034
H -5.38885 1.25139 0.32081
C 4.76650 0.37191 -1.85017
C 3.39888 -0.24183 -1.63963
O 2.64743 -0.15577 -2.86934
O 5.46639 0.18534 -0.63418
H 4.73690 1.43842 -2.08836
H 5.20215 -0.15719 -2.70755
H 2.82380 0.30446 -0.88293
H 3.43017 -1.28384 -1.31565
H 1.71108 -0.13612 -2.62978
H 6.32513 0.61333 -0.66629
C 1.77495 -3.76020 -3.51973
C 0.33044 -3.99018 -3.10466
O -0.00841 -3.21332 -1.95599
O 2.66658 -4.33359 -2.57402
H 1.97046 -2.68602 -3.59614
H 1.89259 -4.29241 -4.46532
H 0.09527 -5.03298 -2.90420
H -0.28959 -3.67537 -3.95741
H -0.12575 -2.30043 -2.25069
H 2.57496 -3.77558 -1.78749
C -2.43998 -1.73346 -4.11179
C -2.59863 -3.22448 -4.27921
O -1.96729 -3.60670 -5.49008
O -1.02572 -1.43549 -4.02858
H -3.03451 -1.40542 -3.26217
H -2.76135 -1.17458 -4.99542
H -3.66835 -3.46444 -4.29800
H -2.18729 -3.72482 -3.39592
H -2.25974 -4.49146 -5.72383
H -0.63487 -1.92008 -4.76705
C -2.75093 -3.82273 0.60929
C -1.68758 -3.05386 1.35572
O -0.40341 -3.13452 0.76493
O -3.11378 -3.13688 -0.58779
H -3.61154 -3.91866 1.28480
H -2.39753 -4.83572 0.39706
H -1.65431 -3.41209 2.38572
H -1.97773 -1.99649 1.41456
H -0.45031 -3.22595 -0.20356
H -3.45606 -3.79878 -1.19471
C -3.61459 -0.76614 3.32760
C -4.02838 -1.57473 4.56587
O -3.44157 -1.05014 5.73154
O -2.28435 -0.28231 3.47236
H -4.26230 0.11207 3.19722
H -3.75173 -1.29574 2.37774
H -3.66182 -2.59442 4.40837
H -5.10917 -1.53163 4.66774
H -2.61197 -1.47662 5.94778
H -2.16133 0.51039 2.94094
C 1.68851 4.07681 2.77586
C 1.62078 5.03368 3.94170
O 1.54700 4.24912 5.13258
O 2.86248 3.28731 2.87963
H 1.75500 4.56153 1.79980
H 0.79498 3.43547 2.72233
H 0.73326 5.67332 3.93082
H 2.53603 5.62701 3.86180
H 1.81998 4.80145 5.86963
H 2.80315 2.80137 3.71105
C 4.86031 -3.90141 1.29456
C 4.56305 -2.61736 0.52431
O 3.25222 -2.65513 -0.00633
O 4.90681 -5.00842 0.39397
H 3.99151 -4.10982 1.94303
H 5.68263 -3.92229 2.00643
H 5.27777 -2.53884 -0.29848
H 4.65390 -1.73883 1.16326
H 2.69226 -2.06369 0.51215
H 4.23675 -4.88877 -0.28565
C 2.37121 1.97853 -5.53360
C 0.93176 1.87198 -5.00931
O 0.43291 3.21980 -4.77644
O 3.39877 2.01320 -4.59107
H 2.41151 2.79948 -6.24786
H 2.49460 1.10940 -6.20892
H 0.87814 1.34165 -4.05784
H 0.31044 1.35542 -5.74178
H -0.39024 3.35424 -5.25005
H 3.21237 1.36049 -3.89494
C 1.27643 3.31205 -1.30830
C 2.07562 3.61269 -0.05372
O 1.74857 4.90768 0.46162
O 1.77758 4.09363 -2.36556
H 0.19300 3.39316 -1.10406
H 1.32766 2.25081 -1.59578
H 3.13092 3.52456 -0.31965
H 1.79221 2.89127 0.71334
H 1.70503 5.45785 -0.33249
H 1.77396 3.62324 -3.21250
C -2.26874 2.80216 1.98333
C -3.61915 3.17965 1.34358
O -4.57126 3.15452 2.38646
O -1.24239 2.70883 1.00412
H -2.39972 1.95012 2.64415
H -2.00558 3.61911 2.66225
H -3.85561 2.52862 0.50112
H -3.43153 4.21159 1.02090
H -5.25144 3.81382 2.22956
H -1.05745 3.60718 0.70960
C 0.54718 -2.13903 4.02539
C 0.84662 -2.34300 5.49196
O 2.20659 -2.68550 5.69759
O 0.87166 -3.35554 3.35901
H 1.12606 -1.29596 3.63977
H -0.50407 -1.83292 3.93479
H 0.20301 -3.07543 5.99096
H 0.66497 -1.39773 6.01341
H 2.46014 -3.27581 4.97833
H 0.68362 -3.20486 2.41944
C -0.73991 -0.01189 -0.71338
C 0.18798 -0.09989 0.48562
O 1.01537 1.02496 0.73184
O 0.04003 -0.11422 -1.89485
H -1.24634 0.95907 -0.70265
H -1.51057 -0.78378 -0.61690
H 0.85050 -0.93701 0.27644
H -0.44368 -0.23165 1.37036
H 0.57263 1.88233 0.78458
H -0.45081 -0.50534 -2.64152
C 4.90961 -0.74417 3.52504
C 3.94202 0.15255 2.79118
O 3.08304 -0.58112 1.90366
O 5.61414 0.08890 4.43693
H 5.57594 -1.24102 2.81875
H 4.38723 -1.50911 4.10824
H 4.65117 0.68588 2.12465
H 3.44999 1.02435 3.20440
H 2.41115 0.07151 1.65186
H 5.86827 -0.38865 5.22760
*
```

Summary:
* LUMO level: -0.142 eV
* energy above the lowest of the compared OMol25 structures with the same formula, charge and spin: 4.132 eV
* electronic energy: -3453.8844 a.u.

Atomic partial charges in e from the Mulliken method, atoms 1 to 99: number 1, C, carries -0.632; number 2, C, carries 0.716; number 3, O, carries -0.430; number 4, O, carries -0.555; number 5, H, carries 0.359; number 6, H, carries 0.303; number 7, H, carries -0.645; number 8, H, carries 0.192; number 9, H, carries 0.311; number 10, H, carries 0.313; number 11, C, carries 0.101; number 12, C, carries -0.450; number 13, O, carries -0.576; number 14, O, carries -0.642; number 15, H, carries -0.064; number 16, H, carries 0.404; number 17, H, carries 0.270; number 18, H, carries 0.242; number 19, H, carries 0.404; number 20, H, carries 0.245; number 21, C, carries -1.324; number 22, C, carries 2.754; number 23, O, carries -0.715; number 24, O, carries -0.428; number 25, H, carries 0.450; number 26, H, carries 0.409; number 27, H, carries -1.008; number 28, H, carries -0.196; number 29, H, carries -0.099; number 30, H, carries 0.274; number 31, C, carries -0.548; number 32, C, carries 0.062; number 33, O, carries -0.169; number 34, O, carries -0.570; number 35, H, carries 0.051; number 36, H, carries 0.460; number 37, H, carries 0.337; number 38, H, carries 0.021; number 39, H, carries 0.008; number 40, H, carries 0.229; number 41, C, carries 0.327; number 42, C, carries -0.801; number 43, O, carries -0.543; number 44, O, carries -0.594; number 45, H, carries -0.232; number 46, H, carries 0.437; number 47, H, carries 0.560; number 48, H, carries 0.190; number 49, H, carries 0.339; number 50, H, carries 0.332; number 51, C, carries -1.391; number 52, C, carries 1.170; number 53, O, carries -0.117; number 54, O, carries -0.220; number 55, H, carries 0.425; number 56, H, carries 0.527; number 57, H, carries 0.384; number 58, H, carries -0.662; number 59, H, carries 0.099; number 60, H, carries 0.180; number 61, C, carries 1.016; number 62, C, carries -0.827; number 63, O, carries -0.575; number 64, O, carries -0.382; number 65, H, carries 0.427; number 66, H, carries -0.693; number 67, H, carries 0.293; number 68, H, carries 0.395; number 69, H, carries 0.309; number 70, H, carries -0.281; number 71, C, carries -0.025; number 72, C, carries -0.727; number 73, O, carries -0.545; number 74, O, carries -0.560; number 75, H, carries 0.583; number 76, H, carries -0.120; number 77, H, carries 0.363; number 78, H, carries 0.352; number 79, H, carries 0.320; number 80, H, carries 0.374; number 81, C, carries -0.607; number 82, C, carries 0.000; number 83, O, carries 0.243; number 84, O, carries -0.655; number 85, H, carries 0.225; number 86, H, carries 0.373; number 87, H, carries 0.378; number 88, H, carries -0.429; number 89, H, carries -0.291; number 90, H, carries 0.332; number 91, C, carries -0.808; number 92, C, carries 0.621; number 93, O, carries -0.586; number 94, O, carries -0.602; number 95, H, carries 0.406; number 96, H, carries 0.349; number 97, H, carries -0.377; number 98, H, carries 0.586; number 99, H, carries 0.261